[1]
Computed, not measured: a single C5H3ClS molecule, with the ωB97M-V functional and the def2-TZVPD basis.

Properties
structure (SMILES) = S=C1C=CC(Cl)=C1
energy above the lowest of the compared OMol25 structures with the same formula, charge and spin = 0.1 kcal/mol

XYZ file:
```
10
C5H3ClS | the Open Molecules 2025 dataset | the ωB97M-V functional and the def2-TZVPD basis
C -0.477 -0.746 -0.750
C -1.201 0.084 0.016
C -0.240 0.859 0.816
C 1.116 0.387 0.441
C 0.978 -0.569 -0.502
H -2.289 0.196 0.058
H 2.007 0.818 0.889
H 1.749 -1.148 -0.985
S -0.586 2.004 1.905
Cl -1.058 -1.886 -1.889
```

These are the natural (NBO) partial charges, in e, on atoms 1 to 5: number 1, C, carries -0.018; number 2, C, carries -0.311; number 3, C, carries -0.147; number 4, C, carries -0.241; number 5, C, carries -0.200


[2]
Computed, not measured: 2 unconnected molecules or ions with the total composition C5H3F3 at a distorted geometry, with the ωB97M-V functional and the def2-TZVPD basis.

Properties
energy above the lowest of the compared OMol25 structures with the same formula, charge and spin = 140.4 kcal/mol

XYZ file:
```
11
C5H3F3 | the Open Molecules 2025 dataset | the ωB97M-V functional and the def2-TZVPD basis
C -2.036 -0.334 2.048
C -1.371 0.083 1.135
C 0.915 0.130 -1.163
C -0.254 0.616 -1.057
C -1.070 1.537 -1.756
F -0.501 2.029 -2.919
F -1.454 2.628 -1.153
F -2.224 1.032 -2.253
H -2.146 -0.850 2.969
H 1.594 0.137 -1.995
H 1.252 -0.745 -0.619
```

These are the natural (NBO) partial charges, in e, on atoms 1 to 5: number 1, C, carries -0.412; number 2, C, carries -0.048; number 3, C, carries -0.415; number 4, C, carries 0.171; number 5, C, carries 0.858


[3]
Computed, not measured: a single C5H3F3N2O2 molecule at a distorted geometry, with the ωB97M-V functional and the def2-TZVPD basis.

Properties
structure (SMILES) = O=c1cc[nH]/c(=N/C(F)(F)F)o1
energy above the lowest of the compared OMol25 structures with the same formula, charge and spin = 0.0 kcal/mol

XYZ file:
```
15
C5H3F3N2O2 | the Open Molecules 2025 dataset | the ωB97M-V functional and the def2-TZVPD basis
C -0.333 -1.306 0.145
C -0.408 0.023 -0.017
C 0.955 -1.977 -0.004
C 1.951 0.116 -0.127
C 4.268 0.304 0.022
N 0.742 0.734 -0.209
N 2.987 0.825 -0.074
O 1.086 -3.168 -0.064
O 2.056 -1.199 -0.104
F 4.670 -0.352 -1.081
F 5.146 1.292 0.203
F 4.447 -0.548 1.053
H -1.189 -1.932 0.330
H -1.332 0.575 -0.002
H 0.758 1.737 -0.308
```

These are the natural (NBO) partial charges, in e, on atoms 1 to 5: number 1, C, carries -0.413; number 2, C, carries 0.078; number 3, C, carries 0.739; number 4, C, carries 0.745; number 5, C, carries 1.070


[4]
Computed, not measured: a gas-phase ion, C5H3F5N (charge -1) at a distorted geometry, with the ωB97M-V functional and the def2-TZVPD basis.

Properties
charge = -1

XYZ file:
```
14
C5H3F5N | the Open Molecules 2025 dataset | the ωB97M-V functional and the def2-TZVPD basis
C 1.394 -2.551 -0.110
C 1.562 -1.335 -0.122
C 1.531 0.266 -0.057
N 0.492 0.701 -1.003
C -0.630 1.243 -0.352
F -1.422 1.867 -1.374
F -0.326 2.308 0.582
C -1.600 0.189 0.338
F -1.017 -0.585 1.322
F -2.627 0.929 0.992
F -2.196 -0.615 -0.624
H 1.029 -3.591 -0.299
H 2.557 0.672 -0.316
H 1.254 0.502 1.025
```

These are the natural (NBO) partial charges, in e, on atoms 1 to 5: number 1, C, carries -0.393; number 2, C, carries 0.029; number 3, C, carries -0.282; number 4, N, carries -0.768; number 5, C, carries 0.704


[5]
Computed, not measured: 2 unconnected molecules or ions with the total composition C5H3F5O, with the ωB97M-V functional and the def2-TZVPD basis.

Properties
energy above the lowest of the compared OMol25 structures with the same formula, charge and spin = 0.0 kcal/mol

XYZ file:
```
14
C5H3F5O | the Open Molecules 2025 dataset | the ωB97M-V functional and the def2-TZVPD basis
C 3.684 0.740 0.871
C -0.585 0.069 -0.506
C 0.720 -0.461 0.062
C 0.712 0.603 -0.992
C 1.177 -1.857 -0.284
O 4.543 1.345 0.464
F 1.111 1.841 -0.664
F 1.132 0.332 -2.236
F 1.071 -2.670 0.778
F 0.457 -2.415 -1.266
F 2.459 -1.902 -0.672
H 1.022 -0.167 1.060
H -1.130 -0.573 -1.182
H -1.196 0.692 0.126
```

These are the natural (NBO) partial charges, in e, on atoms 1 to 5: number 1, C, carries 0.493; number 2, C, carries -0.466; number 3, C, carries -0.396; number 4, C, carries 0.702; number 5, C, carries 0.986


[6]
Computed, not measured: a single C5H3I molecule at a distorted geometry, with the ωB97M-V functional and the def2-TZVPD basis.

Properties
structure (SMILES) = CC1=C2C(I)=C12
energy above the lowest of the compared OMol25 structures with the same formula, charge and spin = 50.8 kcal/mol

XYZ file:
```
9
C5H3I | the Open Molecules 2025 dataset | the ωB97M-V functional and the def2-TZVPD basis
C -1.334 1.403 -1.921
C 0.347 1.818 -2.095
C -0.434 0.850 -1.131
C -0.549 2.268 -2.912
C -0.009 0.064 -0.057
I -1.175 3.462 -4.449
H 0.148 0.666 0.920
H 0.888 -0.401 -0.392
H -0.762 -0.749 0.247
```

These are the natural (NBO) partial charges, in e, on atoms 1 to 5: number 1, C, carries 0.121; number 2, C, carries 0.099; number 3, C, carries -0.150; number 4, C, carries -0.419; number 5, C, carries -0.654


Q: Which DFT total energy values were calculated for the entries above? A: -1050.653774 -491.643539 -751.952889 -746.363746 -766.878372 -489.780048, in a.u..